No. 1
DFT (wB97M-V/def2-TZVPD) results for the ion CFN4S with charge -1 at a distorted geometry.

Properties
Energy above the lowest of the compared OMol25 structures with the same formula, charge and spin ... 33.4 kJ/mol
Spin multiplicity ... 1
E ... -755.181177 Eh
Net charge ... -1

Atoms and positions in Å:
C -0.073 -0.149 -0.059
N -0.148 0.633 -1.128
N 0.883 0.239 0.779
N 0.795 1.463 -0.973
N 1.407 1.252 0.166
F -1.455 -2.151 1.333
S -1.411 -1.289 -0.117



No. 2
DFT (wB97M-V/def2-TZVPD) results for a structure of composition C25H22BrCl2IrN3OP at a distorted geometry.

Properties
Energy above the lowest of the compared OMol25 structures with the same formula, charge and spin ... 0.0 kJ/mol
Spin multiplicity ... 6
E ... -5145.156863 Eh
Net charge ... +1

Atoms and positions in Å:
Ir -0.450 -0.025 -0.685
Br 4.626 -3.672 2.815
C 3.278 -3.124 1.612
C 3.526 -3.159 0.234
C 2.562 -2.758 -0.659
C 1.319 -2.275 -0.214
O 0.418 -1.878 -1.087
C 1.067 -2.262 1.184
C -0.208 -1.902 1.729
N -1.131 -1.290 1.066
C -2.423 -1.081 1.574
C -2.976 -1.731 2.649
C -4.293 -1.448 3.063
C -5.055 -0.535 2.395
C -4.528 0.132 1.265
C -5.265 1.079 0.520
C -4.691 1.683 -0.562
C -3.376 1.337 -0.907
N -2.662 0.456 -0.244
C -3.212 -0.149 0.850
C 2.062 -2.707 2.079
H 4.485 -3.508 -0.125
H 2.747 -2.787 -1.724
H -0.382 -2.181 2.769
H -2.415 -2.486 3.181
H -4.697 -1.974 3.917
H -6.068 -0.317 2.708
H -6.278 1.316 0.819
H -5.221 2.413 -1.155
H -2.895 1.797 -1.764
H 1.857 -2.704 3.142
C -1.456 1.529 -4.176
P -0.168 1.202 -2.928
C 0.918 0.025 -3.799
C 0.785 2.745 -2.874
H -0.989 1.761 -5.135
H -2.081 2.375 -3.888
H -2.086 0.647 -4.294
H 1.500 0.539 -4.567
H 0.302 -0.740 -4.271
H 1.590 -0.459 -3.094
H 0.971 3.096 -3.890
H 1.737 2.562 -2.376
H 0.242 3.511 -2.321
Cl 3.977 0.642 -1.458
C 3.618 1.078 0.173
C 4.633 1.402 1.040
C 4.329 1.760 2.349
C 3.009 1.797 2.790
C 1.989 1.476 1.926
Cl 0.356 1.517 2.492
C 2.250 1.088 0.575
N 1.294 0.724 -0.259
H 5.658 1.376 0.696
H 5.127 2.013 3.032
H 2.776 2.076 3.808



No. 3
DFT (wB97M-V/def2-TZVPD) results for a structure of composition C29H46P2SV at a distorted geometry.

Properties
Spin multiplicity ... 2
E ... -3156.682077 Eh
Net charge ... +2

Atoms and positions in Å:
V -0.173 0.125 -0.434
C 0.716 2.127 -1.280
C -0.740 2.155 -1.043
C 0.354 2.613 0.964
C 1.352 2.335 -0.008
C -0.911 2.533 0.348
C 1.443 2.481 -2.556
H 0.774 2.728 -3.390
H 2.111 1.656 -2.847
H 2.081 3.370 -2.436
C 2.779 2.714 0.143
H 3.254 2.886 -0.825
H 3.357 1.946 0.666
H 2.874 3.652 0.706
C 0.556 3.232 2.291
H 0.390 4.318 2.213
H 1.569 3.086 2.670
H -0.157 2.851 3.034
C -2.099 3.192 0.941
H -1.868 4.241 1.210
H -2.409 2.720 1.888
H -2.961 3.233 0.263
C -1.794 2.441 -2.058
H -2.105 3.497 -1.979
H -2.692 1.828 -1.886
H -1.448 2.283 -3.086
C -0.044 -2.643 -0.392
C 0.066 -2.465 -1.900
C -1.201 -2.794 -2.733
C -2.547 -2.372 -2.185
C -2.456 -1.249 -1.126
C -2.829 -1.830 0.235
C -2.247 -3.233 0.784
C -1.031 -3.745 0.041
H -1.157 -3.875 -2.933
H -3.098 -3.250 -1.824
H -1.080 -2.322 -3.706
H -1.341 -4.219 -0.885
H 0.907 -2.824 0.144
H 0.761 -3.289 -2.167
H -0.500 -4.496 0.646
H -2.065 -3.149 1.876
H -3.932 -2.018 0.221
H -3.039 -4.016 0.749
H -3.185 -2.058 -3.024
H -3.261 -0.534 -1.372
P 0.999 -0.964 -2.338
C 2.644 -1.629 -1.890
C 0.178 -0.148 -3.775
P -2.697 -0.642 1.610
C -1.141 -0.022 1.027
C -3.910 0.615 1.187
C -2.378 -1.117 3.282
H 2.781 -1.439 -0.819
H 3.357 -1.060 -2.487
H 2.733 -2.709 -2.082
H -0.876 -0.411 -3.982
H 0.798 -0.332 -4.663
H 0.197 0.928 -3.575
H -2.575 -2.165 3.523
H -3.016 -0.485 3.925
H -1.305 -0.915 3.439
H -0.423 -1.685 0.017
H -1.514 -0.604 -1.234
H -3.854 1.423 1.944
H -4.935 0.210 1.207
H -3.715 1.018 0.168
S 0.977 -0.339 1.733
C 2.697 -0.198 2.199
C 3.151 0.895 2.962
C 4.497 1.016 3.295
C 5.379 -0.031 2.999
C 4.918 -1.183 2.352
C 3.575 -1.275 1.961
H 2.428 1.626 3.304
H 4.846 1.916 3.809
H 6.431 0.049 3.292
H 5.602 -2.022 2.156
H 3.176 -2.179 1.492



No. 4
DFT (wB97M-V/def2-TZVPD) results for a structure of composition C22H35CoNO4P2 at a distorted geometry.

Properties
Spin multiplicity ... 4
E ... -3279.976988 Eh
Net charge ... 0

Atoms and positions in Å:
P -1.585 0.229 1.682
P 1.329 -0.486 -1.474
C -0.304 1.305 0.498
C 0.180 0.952 -0.965
H 0.527 1.708 1.099
H -1.000 2.122 0.326
H -0.603 1.141 -1.731
H 1.006 1.638 -1.187
C 2.991 -0.195 -0.843
H 3.434 -1.200 -0.821
H 2.970 0.209 0.181
H 3.542 0.486 -1.509
C 1.052 -0.649 -3.233
H 1.583 0.151 -3.777
H -0.034 -0.609 -3.433
H 1.463 -1.647 -3.455
C -1.120 0.589 3.424
H -1.413 -0.308 3.988
H -1.617 1.456 3.896
H -0.030 0.730 3.552
C -3.236 0.643 1.090
H -3.305 0.588 -0.007
H -3.622 1.635 1.378
H -3.903 -0.123 1.503
Co -0.158 -0.557 0.183
C 0.153 4.033 -1.536
C 1.288 3.937 -0.808
C 1.598 4.927 0.257
C 0.412 5.297 1.221
C -0.581 4.205 1.510
C -1.718 4.059 0.799
C -2.020 4.930 -0.368
C -0.823 5.165 -1.364
C -1.273 -1.665 1.380
H -0.011 3.417 -2.431
H 2.117 3.282 -1.092
H 1.965 5.890 -0.136
H 2.403 4.534 0.894
H 0.913 5.543 2.164
H -0.048 6.250 0.897
H -0.402 3.617 2.422
H -2.509 3.373 1.122
H -2.359 5.938 -0.081
H -2.835 4.491 -0.959
H -1.326 5.299 -2.327
H -0.351 6.148 -1.163
H -1.630 -2.296 0.545
H -2.063 -1.785 2.136
H -0.388 -2.139 1.821
O 2.214 -2.805 0.511
C 1.216 -3.137 -0.138
O 0.437 -2.244 -0.775
C 0.872 -4.632 -0.252
C 0.219 -5.214 -1.354
C 0.016 -6.586 -1.449
C 0.504 -7.439 -0.428
C 1.241 -6.882 0.660
C 1.454 -5.498 0.704
N 0.110 -8.801 -0.406
O -0.598 -9.269 -1.332
O 0.476 -9.486 0.566
H -0.083 -4.594 -2.183
H -0.501 -7.028 -2.302
H 1.636 -7.540 1.447
H 2.128 -5.103 1.465



No. 5
DFT (wB97M-V/def2-TZVPD) results for a structure of composition C22H15N9O5OsS2Se at a distorted geometry.

Properties
Energy above the lowest of the compared OMol25 structures with the same formula, charge and spin ... 390.3 kJ/mol
Spin multiplicity ... 1
E ... -5004.120179 Eh
Net charge ... +2

Atoms and positions in Å:
Os 0.501 -0.833 -0.491
Se -2.678 -5.599 5.036
N -1.673 -4.169 5.084
C -1.394 -3.777 3.856
C -0.606 -2.625 3.519
C -0.017 -1.791 4.477
C 0.709 -0.698 4.055
C 0.837 -0.454 2.687
N 0.290 -1.241 1.773
C -0.421 -2.319 2.154
C -0.971 -3.171 1.121
N -0.709 -2.856 -0.158
C -1.170 -3.612 -1.138
C -1.944 -4.748 -0.898
C -2.242 -5.097 0.402
C -1.747 -4.305 1.446
C -1.973 -4.598 2.832
N -2.687 -5.610 3.286
H -0.139 -2.031 5.522
H 1.171 -0.025 4.759
H 1.397 0.400 2.326
H -0.912 -3.303 -2.143
H -2.292 -5.343 -1.726
H -2.841 -5.961 0.645
N 3.321 -2.143 -0.583
C 2.247 -1.712 -0.525
H 4.234 -2.545 -0.640
N 2.131 5.699 -4.430
C 1.865 5.088 -3.272
C 2.567 3.913 -2.897
C 2.311 3.309 -1.689
C 1.350 3.857 -0.847
C 0.611 4.978 -1.208
C 0.868 5.603 -2.404
S 1.018 3.121 0.744
O 2.204 2.882 1.488
O -0.102 3.792 1.339
N 0.448 1.610 0.289
C -0.804 1.455 0.010
S -2.093 2.644 0.142
C -3.166 1.462 -0.483
C -2.534 0.267 -0.736
N -1.223 0.257 -0.450
H 2.839 5.340 -5.052
H 1.648 6.545 -4.693
H 3.311 3.510 -3.567
H 2.839 2.421 -1.380
H -0.135 5.350 -0.522
H 0.326 6.493 -2.686
H -4.206 1.677 -0.641
H -3.005 -0.616 -1.134
O 1.155 0.516 -2.213
N 0.658 -0.120 -3.193
O 0.711 0.314 -4.294
O 0.116 -1.201 -2.893



No. 6
DFT (wB97M-V/def2-TZVPD) results for a cluster of 15 separate species, C31H71N8O29 in total at a distorted geometry.

Properties
Energy above the lowest of the compared OMol25 structures with the same formula, charge and spin ... 0.0 kJ/mol
Spin multiplicity ... 1
E ... -3843.574766 Eh
Net charge ... +1

Atoms and positions in Å:
C 18.256 -5.219 1.800
C 16.751 -5.167 1.804
O 16.070 -5.934 1.220
N 16.145 -4.037 2.588
H 15.185 -4.240 2.936
H 16.682 -3.962 3.453
C 16.082 -2.711 1.879
H 18.672 -5.649 2.708
H 18.689 -4.231 1.619
H 18.480 -5.726 0.864
H 15.703 -1.955 2.557
H 15.403 -2.859 1.043
H 17.045 -2.520 1.410
C 16.263 8.933 0.475
C 15.376 9.182 1.650
O 15.050 10.284 1.950
N 14.723 8.026 2.355
H 13.703 8.025 2.274
H 15.076 7.204 1.852
C 15.267 7.929 3.784
H 15.733 8.753 -0.461
H 16.788 7.973 0.559
H 16.956 9.768 0.459
H 16.346 7.857 3.726
H 14.762 7.025 4.118
H 14.869 8.791 4.311
C 9.336 1.604 -1.348
C 10.226 2.562 -0.658
O 10.572 2.384 0.457
N 10.704 3.757 -1.433
H 11.662 3.425 -1.699
H 10.242 3.881 -2.331
C 10.857 4.962 -0.557
H 9.802 1.213 -2.260
H 8.320 1.878 -1.637
H 9.207 0.722 -0.720
H 11.771 5.438 -0.909
H 11.104 4.639 0.448
H 9.981 5.597 -0.605
C 8.542 7.458 4.091
C 9.242 6.497 4.977
O 8.982 6.307 6.116
N 10.360 5.703 4.345
H 10.992 6.326 3.830
H 10.981 5.386 5.108
C 9.959 4.551 3.457
H 8.425 7.083 3.072
H 9.211 8.309 3.923
H 7.604 7.742 4.555
H 10.684 3.758 3.595
H 10.088 4.968 2.460
H 8.959 4.158 3.608
C 18.342 3.499 -1.560
C 17.891 4.840 -1.972
O 18.380 5.873 -1.669
N 16.549 4.835 -2.687
H 16.736 5.093 -3.659
H 16.287 3.846 -2.764
C 15.589 5.743 -1.992
H 19.260 3.536 -0.980
H 18.478 2.773 -2.365
H 17.583 3.093 -0.883
H 14.802 5.903 -2.728
H 15.936 6.762 -1.833
H 15.337 5.311 -1.028
C 10.973 -0.598 6.077
C 12.333 0.023 6.421
O 12.648 1.109 6.094
N 13.378 -0.915 7.011
H 13.435 -0.808 8.027
H 13.095 -1.885 6.878
C 14.808 -0.580 6.514
H 10.511 -0.814 7.042
H 11.177 -1.519 5.529
H 10.453 0.148 5.484
H 14.822 -0.409 5.445
H 15.510 -1.364 6.790
H 15.097 0.284 7.105
C 13.234 -4.510 -0.771
C 12.272 -3.417 -0.404
O 11.331 -3.616 0.263
N 12.591 -2.025 -0.903
H 13.586 -1.841 -0.790
H 12.407 -2.066 -1.909
C 11.791 -0.847 -0.381
H 14.264 -4.158 -0.906
H 13.079 -4.957 -1.755
H 13.240 -5.252 0.023
H 12.231 0.042 -0.831
H 11.867 -0.771 0.701
H 10.747 -0.968 -0.654
C 13.272 0.644 3.151
C 13.724 1.548 2.058
O 13.717 1.248 0.895
N 13.992 2.936 2.447
H 13.700 3.041 3.431
H 15.002 3.160 2.486
C 13.216 3.852 1.493
H 13.504 -0.369 2.836
H 12.191 0.736 3.285
H 13.776 0.939 4.071
H 12.165 3.615 1.589
H 13.688 3.777 0.519
H 13.530 4.829 1.853
O 14.291 4.070 6.275
C 13.086 4.369 5.790
O 12.725 3.678 4.797
O 12.464 5.396 6.148
H 14.636 3.429 5.634
O 12.415 -2.040 2.643
C 12.373 -3.311 3.096
O 11.295 -3.714 3.559
O 13.435 -4.028 3.096
H 11.536 -1.634 2.843
O 16.650 3.397 1.563
C 16.881 4.748 1.465
O 18.036 5.085 1.106
O 15.940 5.563 1.653
H 17.593 3.140 1.556
O 15.225 2.342 -1.866
C 13.871 2.440 -2.058
O 13.313 3.555 -1.892
O 13.258 1.379 -2.298
H 15.401 1.420 -1.654
O 9.644 1.805 2.894
C 9.476 0.434 3.092
O 8.690 0.009 3.938
O 10.202 -0.295 2.323
H 10.472 1.613 2.411
O 10.152 7.478 0.950
C 11.333 7.626 1.586
O 11.919 6.618 2.083
O 11.846 8.770 1.677
H 9.942 8.433 0.874
O 15.603 0.900 3.327
C 16.303 1.627 4.293
O 17.217 0.971 4.858
O 16.105 2.849 4.287
H 15.886 -0.004 3.517



No. 7
DFT (wB97M-V/def2-TZVPD) results for the molecule C5H10FNS at a distorted geometry.

Properties
Energy above the lowest of the compared OMol25 structures with the same formula, charge and spin ... 100.5 kJ/mol
Spin multiplicity ... 1
E ... -749.272332 Eh
SMILES ... FCC1(CS)CNC1
Net charge ... 0

Atoms and positions in Å:
C 0.697 -0.416 -0.824
C -0.460 0.062 0.047
C -0.182 1.427 0.729
C -1.757 -0.070 -0.732
C -1.003 -0.976 0.998
H 2.025 -1.695 0.703
H 0.361 -1.346 -1.270
H 0.804 0.273 -1.666
H -0.984 1.676 1.438
H 0.756 1.295 1.299
H -1.671 -0.035 -1.837
H -2.517 0.656 -0.452
H -2.882 -1.714 0.016
H -0.239 -1.695 1.309
H -1.437 -0.518 1.918
N -1.936 -1.371 -0.139
F -0.062 2.404 -0.217
S 2.258 -0.568 0.010



No. 8
DFT (wB97M-V/def2-TZVPD) results for the ion C22H40BF4N2O4S with charge +1 at a distorted geometry.

Properties
Spin multiplicity ... 1
E ... -2094.818332 Eh
SMILES ... CCCCCCCCCCCCCCn1c(CB(O)O)[nH+]c(CCCF)c1S(=O)(=O)C(F)(F)F
Net charge ... +1

Atoms and positions in Å:
C -3.452 1.012 -0.533
C -3.579 1.210 -2.124
C -2.151 1.378 -2.877
C -1.415 2.677 -2.288
C 0.011 2.998 -3.022
C 1.125 2.980 -1.868
C 2.431 3.876 -2.162
C 3.796 3.184 -1.675
C 4.109 3.375 -0.101
C 3.110 2.372 0.711
C 3.630 2.057 2.192
C 2.595 1.128 3.045
C 2.252 -0.127 2.105
C 1.621 -1.396 2.861
N 0.382 -1.781 2.069
C -0.935 -1.716 2.608
C -1.381 -1.278 4.069
B -2.996 -0.969 4.170
O -3.459 0.285 4.726
O -4.009 -1.932 3.755
N -1.797 -2.139 1.505
C -1.004 -2.443 0.314
C -1.498 -2.899 -1.129
C -3.059 -3.292 -1.219
C -3.144 -4.541 -2.259
F -2.454 -5.709 -1.773
C 0.495 -2.229 0.691
S 1.950 -2.501 -0.402
O 3.259 -2.630 0.350
O 1.972 -1.389 -1.419
C 1.728 -4.180 -1.262
F 3.014 -4.795 -1.291
F 0.911 -5.040 -0.486
F 1.325 -4.061 -2.602
H -3.669 2.004 0.017
H -2.376 0.719 -0.256
H -4.167 0.230 -0.106
H -4.228 2.131 -2.353
H -4.162 0.300 -2.526
H -1.576 0.399 -2.746
H -2.414 1.473 -3.999
H -2.128 3.575 -2.303
H -1.216 2.455 -1.170
H 0.230 2.202 -3.832
H -0.076 4.003 -3.557
H 0.714 3.333 -0.845
H 1.496 1.885 -1.788
H 2.457 4.188 -3.267
H 2.322 4.849 -1.541
H 4.694 3.649 -2.231
H 3.758 2.073 -1.993
H 5.162 2.919 0.058
H 4.042 4.454 0.260
H 2.046 2.809 0.802
H 3.039 1.433 0.038
H 4.615 1.463 2.143
H 3.878 3.030 2.763
H 3.127 0.790 4.010
H 1.700 1.781 3.321
H 1.465 0.250 1.342
H 3.190 -0.352 1.491
H 2.376 -2.263 2.730
H 1.391 -1.236 3.965
H -0.760 -0.402 4.452
H -1.189 -2.166 4.790
H -3.485 0.992 4.044
H -4.556 -1.545 3.035
H -2.826 -2.206 1.529
H -1.326 -1.993 -1.829
H -0.900 -3.759 -1.578
H -3.526 -3.527 -0.206
H -3.595 -2.418 -1.733
H -4.244 -4.822 -2.365
H -2.666 -4.183 -3.245